Formula: C22H20ClNO5S
Source: OMol25
Level of theory: wB97M-V/def2-TZVPD

```
50
Properties=species:S:1:pos:R:3
O -9.1037 -0.9483 0.3471
N -8.4888 0.1400 0.4139
O -9.0634 1.2456 0.2946
C -7.0765 0.1194 0.6355
C -6.3593 1.3171 0.7166
C -4.9781 1.2982 0.9261
C -4.2940 0.0765 1.0490
S -2.4942 0.0587 1.4063
C -1.6374 -0.2774 -0.0842
Cl -0.0507 -0.0110 -0.3052
O -2.2529 1.4274 1.8205
O -2.2868 -1.0371 2.3346
C -5.0207 -1.1216 0.9881
C -6.4035 -1.0992 0.7758
H -6.8951 2.2583 0.6196
H -4.4570 2.2508 1.0093
H -2.2522 -0.3195 -0.9818
H -4.5226 -2.0819 1.1239
H -6.9748 -2.0231 0.7247
C 2.9647 -0.1447 -6.1006
O 2.5621 -1.2889 -5.3278
C 2.7407 -1.2611 -3.9785
C 2.2350 -2.3833 -3.2724
C 2.1500 -2.3401 -1.9023
C 2.5704 -1.1967 -1.1563
C 2.2370 -1.1754 0.2268
C 2.7352 -0.2797 1.2291
C 2.8940 -0.7510 2.5656
C 3.3290 0.0842 3.5744
C 3.6640 1.4194 3.3134
C 4.0679 2.3043 4.4533
C 3.5261 1.9025 2.0030
C 3.0473 1.0888 0.9878
C 3.2584 -0.1755 -1.8770
C 3.2806 -0.1663 -3.2647
H 2.7884 -0.4644 -7.1242
H 2.3493 0.7375 -5.8661
H 4.0294 0.0921 -5.9510
H 1.8690 -3.2351 -3.8441
H 1.7915 -3.2116 -1.3533
H 1.6863 -2.0480 0.5890
H 2.7070 -1.8122 2.7638
H 3.4161 -0.2879 4.6006
H 4.3855 3.2878 4.1024
H 3.2274 2.4467 5.1449
H 4.8816 1.8584 5.0369
H 3.7836 2.9410 1.7896
H 2.9219 1.5071 -0.0116
H 3.8198 0.5915 -1.3545
H 3.6927 0.6881 -3.8107
```

The value obtained for the energy is -2139.39290 Eh. The energy relative to the best compared isomer or geometry (same formula, charge and spin) is 17.4 kcal per mole. Its spin multiplicity is 1. The value obtained for the HOMO-LUMO gap is 4.3 eV.

---

Formula: C22H20F3N3O8
Source: OMol25
Level of theory: wB97M-V/def2-TZVPD

```
56
Properties=species:S:1:pos:R:3
O -2.5024 0.9957 3.5953
N -2.2196 -0.1511 3.2799
O -2.9619 -0.9365 2.7021
C -0.8092 -0.5986 3.4716
C -0.4727 -1.8761 3.2861
C 0.8997 -2.2479 3.4792
C 1.8093 -1.2705 3.8253
C 1.4065 0.0617 4.0541
C 0.1197 0.4064 3.7999
H -1.2175 -2.6654 3.0005
H 1.1647 -3.2626 3.1922
H 2.8578 -1.4369 3.8676
H 2.1181 0.7795 4.4349
H -0.2539 1.3762 3.7772
O -5.3483 1.3096 -1.1703
N -5.8948 0.2197 -0.8193
O -6.8897 0.2039 -0.0905
C -5.1572 -1.0876 -1.1121
C -4.0349 -1.0261 -1.8964
C -3.4233 -2.1912 -2.2883
C -3.9073 -3.4350 -1.8314
C -5.0139 -3.4814 -1.0437
C -5.6661 -2.2886 -0.6788
H -3.8228 -0.0852 -2.3366
H -2.5294 -2.2086 -2.9342
H -3.5618 -4.4161 -2.2120
H -5.4810 -4.3967 -0.8454
H -6.5522 -2.2322 -0.0880
O -1.0824 2.8086 -2.1238
N -0.9953 1.6779 -2.5870
O -1.4598 1.3053 -3.6664
C -0.2262 0.6545 -1.8360
C 0.1730 0.8896 -0.5490
C 0.7376 -0.1422 0.1995
C 0.8212 -1.3968 -0.3024
C 0.3892 -1.6531 -1.6083
C -0.1386 -0.6046 -2.3588
H 0.0107 1.8358 -0.1035
H 0.9868 0.0069 1.2426
H 1.3355 -2.1759 0.2427
H 0.5189 -2.6322 -2.1145
H -0.4170 -0.7883 -3.4338
C 3.4935 0.9286 -1.4507
C 3.3920 2.2404 -0.6204
O 4.7094 2.6618 -0.0631
C 5.3660 3.6219 -0.7733
O 4.9117 4.2749 -1.6574
C 6.8293 3.8441 -0.3355
F 6.9020 4.0345 0.9836
F 7.3935 2.7083 -0.6998
F 7.4978 4.8616 -0.8750
H 4.0241 1.0593 -2.3929
H 2.4909 0.5776 -1.6298
H 3.9671 0.1537 -0.8489
H 2.6826 2.1744 0.2207
H 3.0301 3.0149 -1.2776
```

As for the SMILES: O=[N+]([O-])c1ccccc1.O=[N+]([O-])c1ccccc1.O=[N+]([O-])c1ccccc1.CCOC(=O)C(F)(F)F. The value obtained for the energy is -1915.81332 Eh. Its spin multiplicity is 1. The value obtained for the HOMO-LUMO gap is 9.3 eV.

---

Formula: C22H20FeIN4OS
Source: OMol25
Level of theory: wB97M-V/def2-TZVPD

```
50
Properties=species:S:1:pos:R:3
Fe -0.4013 -0.0298 0.5816
S 1.9951 -2.7207 3.2446
C 2.7546 -1.1919 3.3001
C 2.1941 -0.2965 2.4357
C 1.0652 -0.8337 1.7606
C 0.8373 -2.1393 2.1174
C -0.2480 -2.8998 1.5109
C -0.5010 -4.2438 1.7502
C -1.5399 -4.8642 1.0817
C -2.2962 -4.1311 0.1775
C -1.9876 -2.8002 -0.0084
N -0.9953 -2.1816 0.6426
H 3.5968 -1.0420 3.9577
H 2.5757 0.7086 2.3133
H 0.1166 -4.7910 2.4491
H -1.7561 -5.9090 1.2590
H -3.1094 -4.5791 -0.3742
H -2.5597 -2.2024 -0.7058
C 0.5761 3.2540 3.0933
C 0.3297 2.7109 1.7265
O -0.3713 1.6829 1.5657
N 0.8213 3.3526 0.6739
C 0.5472 2.9448 -0.7016
C 1.4610 1.8430 -1.1870
C 2.5450 2.1324 -1.9989
C 3.3672 1.1045 -2.4346
C 3.0823 -0.1926 -2.0394
C 1.9947 -0.4053 -1.2151
N 1.1916 0.5860 -0.8017
H 0.5033 2.4491 3.8190
H -0.1880 4.0010 3.3183
H 1.5508 3.7347 3.1629
H 1.3739 4.1809 0.8358
H 0.6654 3.8225 -1.3328
H -0.4980 2.6355 -0.7653
H 2.7360 3.1554 -2.2936
H 4.2162 1.3144 -3.0710
H 3.6925 -1.0274 -2.3520
H 1.7547 -1.3991 -0.8576
I -3.3862 0.4355 1.1648
C -2.9825 0.4196 -0.8862
C -3.9716 0.6524 -1.8227
C -3.6209 0.5844 -3.1625
C -2.3110 0.2858 -3.5094
C -1.3897 0.0725 -2.5046
N -1.7138 0.1363 -1.2033
H -4.9828 0.8735 -1.5135
H -4.3673 0.7567 -3.9264
H -2.0063 0.2180 -4.5435
H -0.3604 -0.1673 -2.7309
```

The value obtained for the energy is -3103.71927 Eh. The energy relative to the best compared isomer or geometry (same formula, charge and spin) is 4.3 kcal per mole. Its spin multiplicity is 6. The value obtained for the HOMO-LUMO gap (alpha / beta) is 8.2 / 6.5 eV. Its net charge is +2.

---

Formula: C22H20N2O2S2
Source: OMol25
Level of theory: wB97M-V/def2-TZVPD

```
48
Properties=species:S:1:pos:R:3
C -4.1463 -2.8280 -1.4389
C -3.7576 -1.4925 -0.8832
C -3.3869 -0.4458 -1.7160
C -2.9854 0.7725 -1.1953
C -2.9571 0.9660 0.1805
C -2.5042 2.2339 0.8104
O -3.2293 2.9471 1.4570
C -1.0203 2.5438 0.7085
S -0.3540 2.5167 -0.9809
C 1.1669 1.6677 -0.8298
C 1.9928 1.6291 -1.9522
C 3.2274 1.0126 -1.8071
C 4.2131 0.9346 -2.9233
N 3.5812 0.4689 -0.6462
C 2.7098 0.5274 0.3408
S 3.2383 -0.2513 1.8084
C 1.6812 -0.2987 2.7503
C 0.4635 -0.6636 1.9216
O -0.5960 -0.1266 2.1593
C 0.6151 -1.6826 0.8631
C 1.5346 -2.7270 0.9377
C 1.6383 -3.6281 -0.1055
C 0.8395 -3.4937 -1.2302
C -0.0850 -2.4642 -1.3046
C -0.2033 -1.5689 -0.2604
N 1.5138 1.1014 0.3206
C -3.3752 -0.0631 1.0213
C -3.7553 -1.2795 0.4918
H -5.0826 -3.1676 -0.9999
H -3.3805 -3.5669 -1.2009
H -4.2612 -2.7849 -2.5191
H -3.4076 -0.5808 -2.7883
H -2.7156 1.5767 -1.8628
H -0.8247 3.5290 1.1345
H -0.4751 1.7760 1.2604
H 1.6799 2.0830 -2.8769
H 3.7575 0.4699 -3.7953
H 5.0746 0.3556 -2.6055
H 4.5353 1.9361 -3.2036
H 1.5107 0.6691 3.2239
H 1.8361 -1.0500 3.5267
H 2.1557 -2.8489 1.8115
H 2.3505 -4.4371 -0.0432
H 0.9361 -4.1943 -2.0464
H -0.7154 -2.3565 -2.1746
H -0.9164 -0.7612 -0.3052
H -3.3705 0.0939 2.0881
H -4.0568 -2.0788 1.1531
```

As for the SMILES: Cc1ccc(C(=O)CSc2cc(C)nc(SCC(=O)c3ccccc3)n2)cc1. The value obtained for the energy is -1906.73379 Eh. The energy relative to the best compared isomer or geometry (same formula, charge and spin) is 6.6 kcal per mole. Its spin multiplicity is 1. The value obtained for the HOMO-LUMO gap is 8.7 eV.

---

Question: The lowest energy belongs to which entry?
Answer: C22H20FeIN4OS

---

Question: Look up the energy of the third one.
Answer: -3103.71927 Eh

---

Question: Look up the energy of the first one.
Answer: -2139.39290 Eh

---

What did the third record say?
Formula: C22H20FeIN4OS
Source: OMol25
Level of theory: wB97M-V/def2-TZVPD

```
50
Properties=species:S:1:pos:R:3
Fe -0.4013 -0.0298 0.5816
S 1.9951 -2.7207 3.2446
C 2.7546 -1.1919 3.3001
C 2.1941 -0.2965 2.4357
C 1.0652 -0.8337 1.7606
C 0.8373 -2.1393 2.1174
C -0.2480 -2.8998 1.5109
C -0.5010 -4.2438 1.7502
C -1.5399 -4.8642 1.0817
C -2.2962 -4.1311 0.1775
C -1.9876 -2.8002 -0.0084
N -0.9953 -2.1816 0.6426
H 3.5968 -1.0420 3.9577
H 2.5757 0.7086 2.3133
H 0.1166 -4.7910 2.4491
H -1.7561 -5.9090 1.2590
H -3.1094 -4.5791 -0.3742
H -2.5597 -2.2024 -0.7058
C 0.5761 3.2540 3.0933
C 0.3297 2.7109 1.7265
O -0.3713 1.6829 1.5657
N 0.8213 3.3526 0.6739
C 0.5472 2.9448 -0.7016
C 1.4610 1.8430 -1.1870
C 2.5450 2.1324 -1.9989
C 3.3672 1.1045 -2.4346
C 3.0823 -0.1926 -2.0394
C 1.9947 -0.4053 -1.2151
N 1.1916 0.5860 -0.8017
H 0.5033 2.4491 3.8190
H -0.1880 4.0010 3.3183
H 1.5508 3.7347 3.1629
H 1.3739 4.1809 0.8358
H 0.6654 3.8225 -1.3328
H -0.4980 2.6355 -0.7653
H 2.7360 3.1554 -2.2936
H 4.2162 1.3144 -3.0710
H 3.6925 -1.0274 -2.3520
H 1.7547 -1.3991 -0.8576
I -3.3862 0.4355 1.1648
C -2.9825 0.4196 -0.8862
C -3.9716 0.6524 -1.8227
C -3.6209 0.5844 -3.1625
C -2.3110 0.2858 -3.5094
C -1.3897 0.0725 -2.5046
N -1.7138 0.1363 -1.2033
H -4.9828 0.8735 -1.5135
H -4.3673 0.7567 -3.9264
H -2.0063 0.2180 -4.5435
H -0.3604 -0.1673 -2.7309
```

The value obtained for the energy is -3103.71927 Eh. The energy relative to the best compared isomer or geometry (same formula, charge and spin) is 4.3 kcal per mole. Its spin multiplicity is 6. The value obtained for the HOMO-LUMO gap (alpha / beta) is 8.2 / 6.5 eV. Its net charge is +2.